[1]
Below is a structure of composition C16H22F5KLi2O10S, with properties calculated with ωB97M-V/def2-TZVPD.

XYZ file:
```
57
Properties=species:S:1:pos:R:3:forces:R:3
C 3.4731 0.8115 2.3155 -0.073 -1.080 -0.611
C 3.2998 -0.7281 2.5990 1.408 0.860 0.894
O 1.9401 -1.1973 2.7039 -0.039 1.390 -0.641
C 1.2322 -1.0178 1.5100 -1.294 -1.427 0.047
C -0.1027 -0.2533 1.8271 0.878 -0.369 1.287
C -0.6673 -0.3764 3.3123 0.806 0.811 -0.610
O -2.0059 0.2118 3.2241 -0.067 0.570 -2.228
S -2.4527 0.3049 1.5955 -1.890 -2.598 -3.422
O -2.2950 1.6225 0.9158 0.369 -2.955 2.972
O -3.6679 -0.4640 1.3431 2.511 2.257 1.312
O -1.2281 -0.6968 1.0484 0.035 2.285 1.081
H 3.2136 1.4295 3.2147 0.457 -0.106 -0.378
H 4.5582 0.9808 2.1348 -0.737 0.041 0.311
H 2.9567 1.1570 1.3886 0.165 0.003 0.760
H 3.7571 -0.8915 3.6032 -0.461 -0.233 -0.765
H 3.9085 -1.3566 1.8931 -0.424 -0.512 0.146
H 1.8245 -0.5718 0.6852 -0.398 0.027 0.545
H 0.9017 -2.0396 1.1506 0.364 0.950 1.062
H 0.1498 0.8330 1.7277 -0.623 -0.447 -0.546
H -0.7341 -1.3840 3.7610 0.111 0.553 -0.384
H -0.1045 0.3511 3.9420 -0.215 -0.875 0.001
Li 0.7046 -2.8394 -0.2712 -0.346 -1.699 -1.860
F 2.6396 -3.8629 -1.9634 -0.093 0.263 0.317
C 3.0026 -4.4835 -3.1116 0.145 -0.446 -0.789
C 4.3449 -4.6979 -3.3657 0.157 0.164 0.314
C 4.7171 -5.3383 -4.5407 -0.293 0.000 -0.078
C 3.7445 -5.7452 -5.4476 0.026 -0.022 -0.030
C 2.3992 -5.5175 -5.1780 0.351 0.046 0.118
C 2.0225 -4.8867 -3.9991 -0.391 0.128 0.081
H 5.0870 -4.3664 -2.6495 -0.053 -0.030 0.026
H 5.7640 -5.5195 -4.7489 -0.024 0.031 0.041
H 4.0368 -6.2412 -6.3657 -0.010 0.017 0.040
H 1.6427 -5.8314 -5.8859 -0.013 0.014 0.067
H 0.9780 -4.7079 -3.7643 0.035 0.002 0.116
C -1.7003 -4.7251 -2.0616 -0.470 0.070 1.099
O -2.4471 -4.8298 -1.0543 0.823 0.408 -0.239
O -2.2669 -5.2156 -3.2142 -0.185 -0.033 0.341
O -0.5449 -4.2476 -2.1550 0.556 0.694 0.519
H -3.0999 -5.4825 -2.7831 -0.047 -0.215 -0.798
Li 1.8066 2.0810 3.8896 0.099 -0.126 -0.033
F 4.2810 -3.0903 1.6695 -0.507 0.800 -0.135
C -3.4203 4.2559 0.7446 -0.329 -0.091 -0.989
C -4.5562 5.1660 1.1765 -0.116 0.320 0.500
O -4.1226 6.4326 1.5855 0.838 -0.864 0.943
C -3.8356 7.4248 0.5440 -1.428 0.834 -1.392
O -4.8110 7.5420 -0.3036 0.842 -0.197 0.103
C -2.4527 7.1633 -0.1437 -0.295 -0.028 0.273
F -1.5133 6.7290 0.7619 0.363 -0.215 0.072
F -1.9490 8.2931 -0.6626 -0.111 -0.049 0.046
F -2.4630 6.2544 -1.1350 0.101 0.072 -0.098
H -2.5482 4.3857 1.3882 -0.071 0.929 -1.390
H -3.7408 3.2098 0.7778 -0.114 0.207 -0.127
H -3.1122 4.4578 -0.2781 0.052 -0.044 0.151
H -5.0199 4.7214 2.0706 -0.174 0.046 0.091
H -5.3447 5.2077 0.4206 0.159 0.162 -0.171
H -3.6062 8.3129 1.1674 0.034 0.082 0.285
K -2.5734 3.2663 2.9908 -0.392 -0.376 1.753
```
Forces are in eV/Å.

LUMO   -4.90 eV
Highest occupied orbital energy   -6.7 eV

[2]
Below is an isolated molecule of C9H14N2S2, with properties calculated with ωB97M-V/def2-TZVPD.

XYZ file:
```
27
Properties=species:S:1:pos:R:3:forces:R:3
C -0.2106 -2.5953 -1.4784 2.309 -1.003 -1.989
C 0.9783 -1.6298 -1.2665 -0.438 -1.254 0.370
C 1.8268 -2.0501 -0.0751 1.058 -0.440 -0.881
C 1.0912 0.8309 -1.3466 1.383 1.359 -0.417
C -0.9311 2.1033 -0.6845 -0.609 1.195 0.490
C -1.2394 1.7074 0.7370 -0.325 -0.470 1.213
C -0.3732 1.4595 1.7774 0.361 0.484 -0.986
C -1.0102 1.1311 2.9975 -0.424 -0.403 0.335
C -2.3736 1.0699 2.8725 0.856 0.026 0.107
H -0.7685 -2.2329 -2.3605 -0.017 -0.553 0.460
H -0.7985 -2.6790 -0.6208 -1.226 0.164 1.403
H 0.2147 -3.6631 -1.6374 -0.751 1.782 -0.089
H 1.6111 -1.6287 -2.1475 -0.049 0.203 -0.165
H 1.3054 -2.0115 0.8366 -1.094 -0.096 1.209
H 2.2829 -3.0595 -0.1677 -0.413 0.585 -0.191
H 2.6274 -1.3422 0.0370 0.596 0.311 -0.070
H -0.3425 -0.1863 -0.4462 0.186 -0.413 -0.192
H 1.0199 2.8450 -1.2768 -0.885 -1.032 0.360
H -1.5409 1.4792 -1.3414 0.045 0.118 -0.311
H -1.2479 3.1735 -0.8078 0.243 -0.961 -0.136
H 0.7098 1.5312 1.6390 -0.408 -0.004 0.094
H -0.4780 0.8949 3.9335 -0.371 0.174 -0.646
H -3.0103 0.7552 3.6839 -0.426 0.178 -0.276
N 0.4486 -0.2965 -1.0798 -0.883 0.307 0.466
N 0.4638 2.0142 -0.9938 1.334 -0.141 -0.777
S 2.6407 0.9086 -2.0574 -0.847 -0.041 0.347
S -2.8959 1.4710 1.2738 0.795 -0.078 0.271
```
Forces are in eV/Å.

LUMO   0.54 eV
Energy relative to the best compared isomer or geometry (same formula, charge and spin)   0.00 kcal/mol
SMILES   CC(C)NC(=S)NCc1cccs1
Highest occupied orbital energy   -8.0 eV

[3]
Below is a structure of composition C10H25AgN5O5, with properties calculated with ωB97M-V/def2-TZVPD.

XYZ file:
```
46
Properties=species:S:1:pos:R:3:forces:R:3
Ag -3.0679 33.8521 17.0764 0.276 -0.175 -0.084
O -1.2015 37.0280 19.8089 1.825 0.881 0.632
C -0.1919 37.6212 20.2937 -3.174 -3.390 0.517
N 0.2889 38.6971 19.7495 1.265 1.257 -0.373
C 0.4103 37.1516 21.6152 -0.708 0.480 0.510
H 1.1704 38.9964 20.1412 -0.177 0.674 -0.613
H -0.1283 39.0118 18.8852 0.453 0.192 0.130
H -0.4118 36.7324 22.1953 0.067 -0.518 -0.326
H 0.6773 37.9910 22.2573 0.507 0.241 -0.321
H 1.2423 36.4492 21.5658 -0.142 0.066 -0.292
O 0.3298 31.1348 15.6086 0.406 0.431 -0.117
C 1.3493 30.4455 15.6193 -2.531 -1.433 0.108
N 2.5590 30.9006 15.7948 2.584 1.709 0.258
C 1.2516 28.9640 15.4034 -0.763 -0.140 -0.361
H 2.7219 31.8956 15.7342 -0.158 -0.080 0.255
H 3.3799 30.3429 15.9821 -0.419 -0.165 -0.288
H 0.8089 28.8563 14.4132 0.645 -0.042 -0.473
H 0.4158 28.5317 15.9535 0.455 0.037 0.733
H 2.2036 28.4435 15.5070 -0.330 -0.191 -0.044
O -5.3048 30.2286 15.0983 -0.676 -0.681 0.501
C -5.8535 29.1290 14.9162 1.882 1.146 -2.070
N -6.6231 28.5413 15.8244 0.017 0.141 0.082
C -5.6083 28.4512 13.5636 -1.351 0.399 -0.065
H -7.0450 27.6404 15.6500 0.019 0.295 0.487
H -6.6512 29.0875 16.6736 -0.551 -0.673 0.229
H -5.9333 27.4117 13.5193 0.859 -0.247 0.161
H -4.6611 28.7554 13.1182 0.260 -0.684 0.594
H -6.2932 28.8823 12.8335 -0.421 0.449 0.171
O -2.3954 36.0627 13.3381 -3.501 -0.886 4.261
C -2.0417 36.3339 12.2344 -3.147 -0.993 -1.825
N -0.7847 36.4423 12.1444 4.560 1.051 -2.657
C -3.0220 36.4501 11.0376 1.416 0.383 0.588
H -0.2805 36.3256 13.0117 0.343 0.061 -0.477
H -0.3627 36.6108 11.2424 0.541 0.020 0.385
H -3.0473 35.5755 10.3876 0.184 -0.190 0.351
H -2.5616 37.2506 10.4585 -0.729 0.296 -0.324
H -4.0214 36.6536 11.4221 0.264 0.213 -0.180
O -6.6661 36.4530 16.4515 2.047 -1.627 1.841
C -7.3060 37.3566 15.9524 0.035 2.732 0.034
N -8.2909 37.0050 15.2213 -2.070 -0.666 -1.722
C -6.9926 38.8201 16.1423 0.445 -0.476 0.704
H -8.5411 36.0266 15.2407 -0.254 -0.091 -0.567
H -8.5601 37.6198 14.4666 -0.594 -0.098 0.044
H -7.8704 39.4444 15.9757 0.067 -0.205 -0.423
H -6.1277 39.0364 15.5152 -0.067 0.338 0.086
H -6.7440 38.9324 17.1976 0.342 0.160 -0.055
```
Forces are in eV/Å.

Total charge   +2
LUMO (spin up / spin down)   -8.13 / -11.32 eV
2S+1   2
Highest occupied orbital energy (spin up / spin down)   -13.3 / -13.3 eV
⟨S²⟩   0.756

[4]
Below is an isolated molecule of C17H21NO2, with properties calculated with ωB97M-V/def2-TZVPD.

XYZ file:
```
41
Properties=species:S:1:pos:R:3:forces:R:3
C 3.9648 3.2804 -2.4667 0.141 0.057 0.089
H 3.7458 4.1756 -1.8749 0.006 -0.041 -0.004
O 2.8281 2.8233 -3.1542 -0.279 -0.113 -0.113
C 1.7353 2.4477 -2.4219 -0.056 -0.033 0.038
C 1.6537 2.4686 -1.0376 0.319 0.126 -0.307
C 0.4934 2.0671 -0.3913 -0.402 -0.075 0.077
C -0.6075 1.6450 -1.1214 0.184 0.161 -0.137
C -0.5207 1.6147 -2.5151 -0.023 -0.020 0.213
C 0.6318 2.0068 -3.1546 0.194 0.067 0.068
H 0.7039 1.9854 -4.2302 -0.003 -0.003 -0.139
H -1.3767 1.2765 -3.0773 -0.109 -0.026 -0.076
O -1.8023 1.2334 -0.5974 0.153 -0.214 -0.232
C -2.0940 1.4592 0.7641 -0.280 -0.189 0.583
C -1.7963 0.2627 1.6840 0.009 0.486 -0.462
N -0.3726 0.0654 1.9104 -0.037 -0.014 0.055
C -0.0434 -0.1405 3.3043 -0.062 0.017 0.024
H -0.3617 0.7336 3.8732 0.018 -0.024 0.076
H 1.0379 -0.2333 3.4004 0.064 -0.025 0.084
H -0.5138 -1.0325 3.7426 0.031 0.004 0.047
C 0.2401 -0.9172 1.0165 0.026 0.061 -0.046
C -0.2741 -2.3259 1.1797 0.022 0.065 -0.042
C 0.2292 -3.1639 2.1683 0.004 0.004 -0.046
C -0.2947 -4.4309 2.3544 0.035 -0.071 0.098
C -1.3296 -4.8803 1.5521 -0.042 -0.081 0.002
C -1.8261 -4.0621 0.5522 -0.092 -0.058 -0.048
C -1.3002 -2.7954 0.3666 0.069 -0.029 -0.006
H -1.6781 -2.1690 -0.4299 -0.030 0.089 -0.064
H -2.6234 -4.4121 -0.0874 -0.056 -0.032 -0.050
H -1.7402 -5.8685 1.6991 -0.027 -0.074 0.007
H 0.1078 -5.0708 3.1265 0.030 -0.051 0.051
H 1.0476 -2.8278 2.7890 0.081 0.052 0.061
H 1.3177 -0.8867 1.2023 -0.020 -0.010 -0.092
H 0.0638 -0.5821 -0.0073 0.110 -0.066 0.015
H -2.2717 -0.6305 1.2604 -0.061 0.053 0.118
H -2.2842 0.4732 2.6390 -0.022 -0.028 -0.022
H -3.1745 1.6414 0.7918 0.117 0.039 0.030
H -1.5802 2.3527 1.1317 -0.039 -0.031 -0.029
H 0.4761 2.0576 0.6868 -0.038 -0.041 0.071
H 2.4889 2.7892 -0.4349 0.096 0.036 0.019
H 4.3796 2.5061 -1.8124 -0.021 0.034 -0.006
H 4.6951 3.5287 -3.2355 -0.011 -0.002 0.095
```
Forces are in eV/Å.

LUMO   0.83 eV
Energy relative to the best compared isomer or geometry (same formula, charge and spin)   48.77 kcal/mol
SMILES   COc1ccc(OCCN(C)Cc2ccccc2)cc1
Highest occupied orbital energy   -7.8 eV

Number 1: M 554.379 g mol⁻¹. Number 2: M 214.359 g mol⁻¹. Number 3: M 403.208 g mol⁻¹. Number 4: M 271.360 g mol⁻¹.